Record 1
{"formula": "C3H9N2O3P", "method": "the ωB97M-V functional and the def2-TZVPD basis", "symbols": ["C", "C", "C", "N", "N", "O", "O", "O", "P", "H", "H", "H", "H", "H", "H", "H", "H", "H"], "positions_angstrom": [[-0.614, -1.126, -0.678], [-2.249, 0.357, 0.555], [-0.756, 0.139, 0.193], [-0.241, 1.392, -0.293], [1.560, 1.295, -0.138], [2.055, -0.910, 1.494], [2.331, -1.196, -1.033], [3.769, 0.492, 0.247], [2.456, -0.237, 0.121], [-1.130, -0.937, -1.611], [0.362, -1.594, -0.730], [-1.060, -1.934, -0.171], [-2.687, 0.649, -0.440], [-2.425, 1.075, 1.344], [-2.928, -0.524, 0.758], [-0.047, -0.098, 1.045], [-0.181, 1.278, -1.304], [1.786, 1.881, 0.641]], "total_charge": -2, "molar_mass_g_mol": 152.09, "energy_ev": -21667.3287, "homo_lumo_gap_ev": 5.498}



Record 2
{"formula": "C36H40Br48N3O2S2", "method": "the ωB97M-V functional and the def2-TZVPD basis", "symbols": ["O", "N", "O", "C", "C", "C", "C", "C", "C", "S", "C", "S", "N", "C", "C", "C", "C", "C", "C", "C", "C", "C", "C", "C", "C", "C", "N", "H", "H", "H", "H", "H", "H", "H", "H", "H", "H", "H", "H", "H", "H", "H", "H", "H", "H", "H", "H", "H", "H", "H", "H", "C", "Br", "Br", "Br", "H", "C", "Br", "Br", "Br", "H", "C", "Br", "Br", "Br", "H", "C", "Br", "Br", "Br", "H", "C", "Br", "Br", "Br", "H", "C", "Br", "Br", "Br", "H", "C", "Br", "Br", "Br", "H", "C", "Br", "Br", "Br", "H", "C", "Br", "Br", "Br", "H", "C", "Br", "Br", "Br", "H", "C", "Br", "Br", "Br", "H", "C", "Br", "Br", "Br", "H", "C", "Br", "Br", "Br", "H", "C", "Br", "Br", "Br", "H", "C", "Br", "Br", "Br", "H", "C", "Br", "Br", "Br", "H"], "positions_angstrom": [[5.723, -3.719, 3.721], [5.085, -3.133, 2.860], [4.174, -2.335, 3.446], [3.448, -1.583, 2.410], [2.691, -2.411, 1.193], [1.355, -3.005, 2.001], [1.755, -4.610, 2.220], [1.669, -5.418, 0.793], [0.193, -6.051, 0.448], [-1.215, -5.398, 1.496], [-2.155, -4.011, 0.607], [-2.021, -3.980, -1.090], [-2.914, -3.030, 1.472], [-3.526, -1.894, 0.684], [-4.798, -1.986, -0.346], [-5.316, -0.603, -1.112], [-4.627, 0.892, -0.851], [-3.383, 0.989, 0.220], [-2.848, -0.387, 0.941], [-3.895, -3.700, 2.407], [-4.266, -2.846, 3.797], [-5.287, -3.373, 4.967], [-5.992, -4.838, 4.758], [-5.672, -5.664, 3.374], [-4.639, -5.143, 2.176], [1.227, -2.058, 3.340], [2.267, -0.946, 3.111], [4.228, -0.884, 1.868], [2.255, -1.660, 0.389], [3.437, -3.239, 0.763], [0.523, -2.846, 1.176], [2.902, -4.589, 2.550], [1.171, -5.110, 3.106], [2.432, -6.330, 0.883], [2.072, -4.785, -0.135], [0.042, -5.965, -0.709], [0.273, -7.217, 0.683], [-5.317, -3.011, -0.568], [-6.211, -0.613, -1.895], [-4.981, 1.879, -1.376], [-2.830, 1.992, 0.519], [-1.939, -0.304, 1.691], [-3.760, -1.785, 3.953], [-5.480, -2.719, 5.924], [-6.713, -5.246, 5.611], [-6.212, -6.722, 3.262], [-4.435, -5.779, 1.197], [1.243, -2.563, 4.409], [0.222, -1.464, 3.146], [1.841, -0.289, 2.399], [2.620, -0.495, 4.000], [3.302, -7.339, 5.073], [5.019, -7.204, 4.168], [2.730, -5.627, 5.798], [1.942, -8.133, 3.931], [3.441, -8.016, 5.923], [-1.722, -3.322, 7.272], [-3.096, -3.995, 8.473], [-2.359, -3.201, 5.438], [-0.981, -1.634, 7.894], [-0.906, -4.051, 7.280], [-5.922, -9.524, 0.889], [-7.296, -10.197, 2.090], [-6.559, -9.403, -0.945], [-5.181, -7.836, 1.510], [-5.106, -10.253, 0.896], [1.573, 2.446, 0.197], [-0.229, 1.728, 0.048], [1.644, 4.329, -0.285], [2.339, 2.119, 1.955], [2.192, 1.907, -0.528], [6.978, 0.677, 3.144], [6.709, -1.243, 3.304], [5.318, 1.610, 2.747], [7.867, 1.416, 4.709], [7.646, 0.836, 2.292], [1.743, 3.463, -4.328], [3.573, 4.122, -4.299], [0.862, 3.849, -6.019], [1.646, 1.574, -3.876], [1.195, 4.006, -3.551], [0.586, 2.519, 5.636], [2.509, 2.409, 5.360], [-0.281, 3.602, 4.273], [-0.225, 0.757, 5.784], [0.429, 3.024, 6.595], [-9.338, -4.595, 2.140], [-10.708, -3.233, 2.367], [-9.043, -5.020, 0.265], [-7.683, -4.115, 3.042], [-9.710, -5.506, 2.619], [-2.139, 6.814, -5.111], [-3.941, 6.097, -5.260], [-2.068, 8.697, -5.593], [-1.373, 6.487, -3.353], [-1.519, 6.275, -5.835], [1.907, 10.478, -5.403], [1.312, 10.905, -3.601], [3.559, 11.397, -5.858], [2.046, 8.558, -5.684], [1.137, 10.846, -6.090], [5.531, 9.172, -8.431], [7.361, 9.831, -8.401], [4.650, 9.558, -10.122], [5.435, 7.283, -7.979], [4.983, 9.715, -7.654], [-0.939, 1.150, -9.062], [-2.741, 0.432, -9.211], [-0.868, 3.033, -9.544], [-0.173, 0.823, -7.304], [-0.319, 0.611, -9.786], [-5.733, -1.651, -7.695], [-6.003, -3.571, -7.535], [-7.393, -0.718, -8.093], [-4.844, -0.912, -6.131], [-5.065, -1.491, -8.548], [2.275, 5.482, 8.590], [4.197, 5.372, 8.314], [1.408, 6.566, 7.227], [1.463, 3.720, 8.738], [2.118, 5.988, 9.548], [9.131, 6.522, -9.207], [10.961, 7.181, -9.177], [8.250, 6.908, -10.898], [9.035, 4.633, -8.755], [8.583, 7.065, -8.430], [4.129, 7.440, -1.986], [2.184, 7.419, -1.931], [4.799, 8.492, -3.478], [4.894, 8.015, -0.292], [4.455, 6.408, -2.150]], "total_charge": 1, "molar_mass_g_mol": 4446.26, "energy_ev": -3430219.2872, "homo_lumo_gap_ev": 6.338}



Record 3
{"formula": "C27H29AlN4O4", "method": "the ωB97M-V functional and the def2-TZVPD basis", "symbols": ["Al", "C", "C", "O", "C", "C", "C", "C", "C", "C", "O", "H", "H", "H", "H", "H", "H", "H", "N", "C", "C", "N", "C", "C", "H", "H", "H", "H", "H", "H", "H", "H", "H", "H", "H", "O", "C", "N", "C", "C", "O", "N", "C", "C", "C", "C", "C", "C", "C", "C", "C", "C", "C", "C", "H", "H", "H", "H", "H", "H", "H", "H", "H", "H", "H"], "positions_angstrom": [[0.153, -1.186, 1.366], [3.874, -2.846, 0.800], [2.581, -2.533, 1.468], [1.663, -1.930, 0.750], [2.401, -2.887, 2.846], [3.412, -3.591, 3.557], [3.205, -4.075, 4.815], [1.930, -3.911, 5.426], [0.948, -3.151, 4.801], [1.118, -2.640, 3.500], [0.074, -2.028, 2.919], [3.752, -2.657, -0.278], [4.150, -3.882, 0.927], [4.704, -2.258, 1.223], [4.392, -3.725, 3.085], [3.992, -4.603, 5.348], [1.709, -4.376, 6.394], [-0.033, -3.010, 5.266], [-3.496, -2.496, -1.580], [-2.404, -3.494, -1.465], [-1.149, -2.837, -0.838], [-1.434, -2.254, 0.508], [-2.628, -1.351, 0.452], [-3.857, -1.968, -0.242], [-4.296, -2.943, -1.999], [-3.246, -1.690, -2.198], [-2.209, -3.897, -2.461], [-2.766, -4.324, -0.848], [-0.754, -2.062, -1.521], [-0.364, -3.607, -0.755], [-1.644, -3.044, 1.124], [-2.337, -0.446, -0.078], [-2.894, -1.082, 1.466], [-4.613, -1.215, -0.422], [-4.287, -2.798, 0.310], [0.444, 0.530, 2.103], [0.305, 1.103, 0.952], [0.405, 2.392, 0.598], [0.123, 2.593, -0.859], [-0.099, 1.048, -1.234], [-0.328, 0.667, -2.391], [0.014, 0.286, -0.100], [-1.218, 3.315, -1.140], [-1.407, 3.931, -2.386], [-2.635, 4.480, -2.723], [-3.713, 4.444, -1.844], [-3.529, 3.827, -0.613], [-2.328, 3.238, -0.287], [1.300, 3.157, -1.619], [2.065, 2.360, -2.457], [3.180, 2.867, -3.126], [3.554, 4.185, -2.961], [2.679, 5.031, -2.246], [1.581, 4.509, -1.563], [0.718, 3.073, 1.293], [-0.595, 4.019, -3.094], [-2.733, 4.979, -3.679], [-4.674, 4.836, -2.162], [-4.365, 3.736, 0.086], [-2.229, 2.792, 0.702], [1.767, 1.335, -2.577], [3.780, 2.203, -3.769], [4.450, 4.590, -3.437], [2.939, 6.092, -2.142], [0.902, 5.180, -0.990]], "total_charge": 2, "molar_mass_g_mol": 500.53, "energy_ev": -49208.9602, "homo_lumo_gap_ev": 7.395}



Record 4
{"formula": "C5H14N3", "method": "the ωB97M-V functional and the def2-TZVPD basis", "symbols": ["C", "C", "C", "C", "C", "N", "N", "N", "H", "H", "H", "H", "H", "H", "H", "H", "H", "H", "H", "H", "H", "H"], "positions_angstrom": [[-1.989, 1.029, 0.082], [-0.663, 1.613, -0.207], [1.216, -0.220, -0.046], [2.341, -0.201, -0.976], [0.787, -1.480, 0.667], [-2.195, -0.190, -0.596], [-1.962, -1.316, 0.043], [0.748, 1.049, 0.388], [-2.227, 0.824, 1.161], [-2.629, 1.727, -0.515], [-0.610, 1.511, -1.302], [-0.783, 2.648, -0.050], [2.130, -0.152, -2.029], [2.948, -1.045, -0.861], [3.121, 0.580, -0.833], [-0.159, -1.798, 0.280], [0.704, -1.262, 1.655], [1.494, -2.205, 0.323], [-2.479, -2.088, -0.395], [-2.089, -1.457, 1.132], [1.519, 1.772, 0.272], [0.446, 1.344, 1.357]], "total_charge": 1, "molar_mass_g_mol": 116.19, "energy_ev": -9870.4216, "homo_lumo_gap_ev": [7.307, 9.033]}



Record 5
{"formula": "C2H7NOS2", "method": "the ωB97M-V functional and the def2-TZVPD basis", "symbols": ["C", "C", "N", "O", "S", "S", "H", "H", "H", "H", "H", "H", "H"], "positions_angstrom": [[-0.744, 1.172, 0.409], [0.379, 0.301, 0.803], [0.056, -1.541, -0.610], [1.629, 0.538, 0.411], [1.129, -1.165, -1.836], [-1.572, -1.553, -1.023], [-1.634, 0.569, 0.196], [-0.998, 1.859, 1.221], [-0.497, 1.748, -0.482], [0.323, -0.286, 1.707], [1.642, 0.902, -0.492], [2.084, -2.002, -1.410], [-1.918, -2.293, 0.039]], "total_charge": 0, "molar_mass_g_mol": 125.22, "energy_ev": -27392.2817, "homo_lumo_gap_ev": [7.826, 7.827]}



Record 6
{"formula": "C6H9Cl3O3", "method": "the ωB97M-V functional and the def2-TZVPD basis", "symbols": ["O", "C", "O", "C", "C", "C", "C", "Cl", "Cl", "C", "O", "Cl", "H", "H", "H", "H", "H", "H", "H", "H", "H"], "positions_angstrom": [[-1.265, -1.792, -1.112], [-0.746, -0.572, -0.704], [-0.845, 0.352, -1.715], [-1.483, -0.088, 0.475], [-0.838, 1.237, 0.954], [0.602, 0.977, 1.385], [1.423, 0.606, 0.083], [3.037, 0.213, 0.602], [1.473, 1.863, -1.229], [0.741, -0.763, -0.438], [1.378, -1.244, -1.578], [0.897, -2.036, 0.832], [-0.452, -2.312, -1.390], [-1.629, 0.345, -2.259], [-1.507, -0.762, 1.267], [-2.537, 0.114, 0.215], [-0.725, 1.913, 0.153], [-1.567, 1.594, 1.774], [1.095, 1.831, 2.007], [0.750, 0.144, 2.042], [2.197, -1.620, -1.364]], "total_charge": 0, "molar_mass_g_mol": 235.49, "energy_ev": -50077.4157, "homo_lumo_gap_ev": 11.048, "smiles": "OC1(O)CCCC(Cl)(Cl)[C@@]1(O)Cl"}



Record 7
{"formula": "C3H3NO2", "method": "the ωB97M-V functional and the def2-TZVPD basis", "symbols": ["C", "C", "C", "N", "O", "O", "H", "H", "H"], "positions_angstrom": [[0.679, -0.038, 1.687], [0.163, -0.108, 0.606], [-0.437, -0.057, -0.697], [-1.863, -0.812, -0.565], [-1.882, -1.972, -0.783], [-2.749, -0.093, -0.247], [0.833, -0.053, 2.725], [-0.046, -0.492, -1.554], [-0.759, 0.852, -1.152]], "total_charge": 0, "molar_mass_g_mol": 85.06, "energy_ev": -8739.1835, "homo_lumo_gap_ev": 11.117, "smiles": "C#CC[N+](=O)[O-]"}